{"formula": "C18H20O4", "method": "the ωB97M-V functional and the def2-TZVPD basis", "gap_ev": 8.8420, "e_tot_ev": -27178.1589, "smiles": "COc1ccc(C(OC[C@H]2CO2)c2ccc(OC)cc2)cc1", "de_lowest_ev": 2.720, "charge": 0, "homo_ev": -8.0, "species": ["C", "O", "C", "C", "C", "C", "C", "O", "C", "C", "C", "O", "C", "C", "C", "C", "O", "C", "C", "C", "C", "C", "H", "H", "H", "H", "H", "H", "H", "H", "H", "H", "H", "H", "H", "H", "H", "H", "H", "H", "H", "H"], "xyz": [[-3.5949, -3.8490, -1.1911], [-3.1312, -3.4075, 0.0614], [-2.3567, -2.2866, 0.1089], [-1.9761, -1.5309, -0.9947], [-1.1859, -0.4089, -0.8227], [-0.7730, -0.0113, 0.4393], [0.1067, 1.2145, 0.5932], [-0.2792, 2.2812, -0.2573], [-1.3304, 3.0818, 0.2066], [-2.6989, 2.4219, 0.1923], [-3.9110, 3.2306, 0.0449], [-3.4281, 2.4390, -0.9990], [1.5226, 0.8032, 0.2487], [2.0422, 1.0242, -1.0208], [3.3163, 0.6064, -1.3377], [4.1026, -0.0538, -0.3927], [5.3461, -0.4281, -0.8090], [6.1852, -1.0971, 0.0996], [3.5846, -0.2802, 0.8770], [2.3047, 0.1485, 1.1860], [-1.1532, -0.7696, 1.5400], [-1.9338, -1.8948, 1.3796], [-4.2272, -3.0969, -1.6740], [-4.1869, -4.7402, -0.9884], [-2.7664, -4.1095, -1.8577], [-2.2873, -1.8025, -1.9907], [-0.9003, 0.1832, -1.6779], [0.0736, 1.5547, 1.6425], [-1.1263, 3.4238, 1.2362], [-1.3435, 3.9456, -0.4642], [-2.7711, 1.4933, 0.7538], [-3.8229, 4.3021, -0.0964], [-4.8356, 2.8963, 0.5019], [1.4407, 1.5410, -1.7505], [3.7314, 0.7776, -2.3184], [6.4069, -0.4773, 0.9747], [7.1085, -1.2954, -0.4427], [5.7485, -2.0460, 0.4279], [4.1634, -0.7852, 1.6343], [1.9153, -0.0352, 2.1772], [-0.8426, -0.4741, 2.5325], [-2.2371, -2.4889, 2.2273]]}